{"formula": "C46H92Br2O22S11", "method": "wB97M-V/def2-TZVPD", "elements": ["C", "C", "C", "S", "O", "O", "C", "H", "H", "H", "H", "H", "H", "H", "H", "C", "C", "C", "S", "O", "O", "C", "H", "H", "H", "H", "H", "H", "H", "H", "C", "C", "C", "S", "O", "O", "C", "H", "H", "H", "H", "H", "H", "H", "H", "C", "C", "C", "S", "O", "O", "C", "H", "H", "H", "H", "H", "H", "H", "H", "C", "C", "C", "S", "O", "O", "C", "H", "H", "H", "H", "H", "H", "H", "H", "C", "C", "C", "S", "O", "O", "C", "H", "H", "H", "H", "H", "H", "H", "H", "C", "C", "C", "S", "O", "O", "C", "H", "H", "H", "H", "H", "H", "H", "H", "C", "C", "C", "S", "O", "O", "C", "H", "H", "H", "H", "H", "H", "H", "H", "C", "C", "C", "S", "O", "O", "C", "H", "H", "H", "H", "H", "H", "H", "H", "C", "C", "C", "S", "O", "O", "C", "H", "H", "H", "H", "H", "H", "H", "H", "C", "C", "C", "S", "O", "O", "C", "H", "H", "H", "H", "H", "H", "H", "H", "Br", "C", "C", "Br", "H", "H", "H", "H"], "xyz": [[3.9963, -5.0381, 5.9960], [4.4516, -6.0237, 7.1036], [5.9636, -6.2653, 7.1590], [6.5191, -6.0558, 5.4668], [6.2447, -7.3329, 4.8119], [7.8582, -5.4482, 5.4123], [5.2055, -4.8850, 4.9796], [3.7089, -4.0906, 6.4516], [3.1218, -5.2993, 5.4001], [3.9622, -6.9853, 6.9489], [4.0633, -5.6232, 8.0401], [6.3061, -7.2527, 7.4685], [6.4506, -5.4840, 7.7426], [5.1917, -4.9959, 3.8953], [5.6689, -3.9225, 5.1965], [-0.8548, -9.8169, 2.9164], [-1.5554, -11.0406, 3.4899], [-2.0546, -10.5370, 4.8726], [-2.7679, -8.8225, 4.5053], [-2.2527, -7.9410, 5.5582], [-4.2439, -8.8941, 4.3301], [-1.9120, -8.6154, 2.8523], [-0.4268, -10.0268, 1.9362], [-0.0437, -9.4913, 3.5676], [-0.9234, -11.9029, 3.7021], [-2.3532, -11.3443, 2.8120], [-1.1116, -10.3147, 5.3721], [-2.7161, -11.0176, 5.5934], [-1.7400, -7.5398, 2.8140], [-2.6889, -8.8883, 2.1382], [-1.3073, -0.9295, 10.7702], [-2.3754, -1.1878, 9.7128], [-1.9894, -0.5013, 8.3875], [-0.9963, 0.9845, 8.8747], [-1.8173, 2.0620, 9.4141], [0.0966, 1.1527, 7.9083], [-0.2662, 0.0805, 10.3223], [-0.8256, -1.8813, 10.9942], [-1.6347, -0.5409, 11.7345], [-3.2604, -0.6774, 10.0928], [-2.6779, -2.1975, 9.4355], [-2.8001, -0.1883, 7.7296], [-1.2290, -1.0093, 7.7943], [0.0779, 0.7184, 11.1364], [0.5897, -0.4250, 9.8752], [-0.8137, -6.8431, -6.6220], [-0.8721, -7.6541, -5.2921], [-2.3195, -7.9551, -5.1047], [-3.0694, -8.1347, -6.7821], [-4.0802, -7.1368, -6.9047], [-3.3473, -9.5187, -7.1125], [-1.5655, -7.5611, -7.6988], [0.2151, -6.7497, -6.9697], [-1.2174, -5.8355, -6.5228], [-0.3408, -7.1240, -4.5016], [-0.3478, -8.5879, -5.4946], [-2.8673, -7.0891, -4.7330], [-2.6515, -8.6583, -4.3409], [-1.8243, -7.0556, -8.6292], [-0.9898, -8.4524, -7.9484], [-5.9611, 0.8099, -6.8177], [-4.8130, 0.8156, -7.8530], [-4.6973, 2.3527, -8.0867], [-6.3624, 3.0922, -8.2565], [-6.8191, 2.9819, -9.6211], [-6.4293, 4.3427, -7.4873], [-7.1391, 1.6766, -7.3567], [-5.5808, 1.1654, -5.8601], [-6.3331, -0.1425, -6.4399], [-5.1627, 0.3647, -8.7817], [-3.9261, 0.2753, -7.5222], [-4.0691, 2.8053, -8.8538], [-4.4254, 2.8593, -7.1607], [-7.6348, 0.9833, -8.0362], [-7.9154, 2.0729, -6.7022], [8.2467, -7.2341, -2.3400], [6.8911, -7.7150, -2.6903], [6.9219, -8.2701, -4.1229], [8.5463, -9.1879, -4.1276], [9.2978, -8.8356, -5.3307], [8.4177, -10.6172, -3.7930], [9.2690, -8.3755, -2.6060], [8.2404, -6.6664, -1.4095], [8.4702, -6.4588, -3.0729], [6.1009, -6.9761, -2.5574], [6.6202, -8.5174, -2.0041], [6.9774, -7.4910, -4.8832], [6.1237, -8.9613, -4.3936], [10.1949, -7.9113, -2.9457], [9.3163, -9.0861, -1.7808], [-9.5383, -0.7044, 0.7351], [-9.6960, -2.1650, 1.0339], [-8.5507, -3.0017, 0.5538], [-7.0368, -1.9306, 0.6873], [-6.3739, -1.8228, -0.6165], [-6.3944, -2.3384, 1.9290], [-8.0468, -0.3483, 1.0426], [-10.1604, -0.1552, 1.4419], [-9.6404, -0.3187, -0.2793], [-10.5443, -2.6074, 0.5116], [-9.7930, -2.2703, 2.1145], [-8.5547, -3.1700, -0.5232], [-8.3257, -3.9087, 1.1150], [-7.6617, 0.4204, 0.3725], [-7.9378, -0.1851, 2.1148], [-0.5657, 10.7205, -6.5483], [-1.3991, 9.3825, -6.5460], [-2.1912, 9.3384, -5.2156], [-1.2185, 10.0650, -3.9150], [-0.2424, 9.0716, -3.3806], [-2.0731, 10.8083, -3.0096], [-0.2281, 11.2459, -5.1452], [-1.0336, 11.5399, -7.0941], [0.3725, 10.4384, -7.0260], [-0.7050, 8.5506, -6.6650], [-2.1181, 9.3157, -7.3625], [-2.7009, 8.4457, -4.8529], [-2.9620, 10.1086, -5.2452], [0.7978, 11.1335, -4.7946], [-0.6310, 12.2400, -4.9515], [6.3578, 8.8966, 1.0389], [6.3117, 10.4532, 1.4415], [5.2473, 10.5716, 2.5248], [5.8199, 9.1560, 3.6550], [4.6221, 8.5618, 4.1417], [6.8785, 9.6729, 4.5046], [6.6099, 8.0648, 2.3479], [7.1879, 8.7499, 0.3478], [5.3483, 8.7383, 0.6594], [5.8955, 11.0297, 0.6154], [7.2644, 10.8115, 1.8314], [4.2717, 10.2034, 2.2074], [5.2117, 11.4940, 3.1044], [6.3256, 7.0133, 2.3885], [7.6850, 7.9743, 2.5034], [-3.6802, 9.9199, 4.1620], [-5.2677, 9.9735, 4.2097], [-5.7422, 8.9792, 3.2031], [-4.5669, 7.5222, 3.3714], [-4.2330, 7.0958, 2.0099], [-5.0993, 6.5957, 4.3584], [-3.2377, 8.4770, 4.1922], [-3.3027, 10.3821, 5.0741], [-3.3497, 10.3397, 3.2120], [-5.6042, 11.0061, 4.1158], [-5.5717, 9.6344, 5.1999], [-5.3683, 9.3316, 2.2418], [-6.7696, 8.6164, 3.2348], [-2.3643, 8.2021, 3.6010], [-3.0273, 8.1652, 5.2153], [0.4268, 1.4797, -1.5186], [1.1404, 2.0130, -0.2739], [1.6350, 0.8273, 0.5602], [2.0945, -0.4985, -0.5827], [1.3950, -1.7021, -0.2040], [3.5438, -0.4549, -0.8250], [1.2378, 0.2895, -2.0147], [0.2936, 2.2680, -2.2596], [-0.5859, 1.2381, -1.1959], [0.3909, 2.5861, 0.2720], [1.8776, 2.7652, -0.5548], [0.8142, 0.3627, 1.1066], [2.5078, 0.9059, 1.2084], [0.7065, -0.4644, -2.5957], [2.0442, 0.6158, -2.6716], [6.5103, 5.3667, -5.4772], [7.4941, 3.6844, -5.1366], [8.6537, 3.5123, -6.1208], [10.1370, 4.7491, -5.5614], [6.7939, 2.8748, -5.3424], [7.8063, 3.5939, -4.0962], [8.3314, 3.5450, -7.1616], [9.1262, 2.5520, -5.9141]], "lowdin_charge": [-0.17, -0.22, -0.23, 0.69, -0.34, -0.35, -0.20, 0.10, 0.11, 0.11, 0.11, 0.11, 0.10, 0.10, 0.09, -0.21, -0.23, -0.20, 0.72, -0.36, -0.37, -0.17, 0.11, 0.11, 0.11, 0.11, 0.09, 0.10, 0.10, 0.09, -0.23, -0.21, -0.21, 0.72, -0.34, -0.36, -0.22, 0.11, 0.11, 0.11, 0.11, 0.11, 0.10, 0.11, 0.09, -0.25, -0.21, -0.23, 0.69, -0.32, -0.34, -0.22, 0.11, 0.12, 0.12, 0.12, 0.10, 0.11, 0.11, 0.10, -0.23, -0.18, -0.23, 0.70, -0.34, -0.34, -0.20, 0.11, 0.11, 0.11, 0.11, 0.10, 0.09, 0.10, 0.10, -0.25, -0.26, -0.19, 0.72, -0.35, -0.36, -0.17, 0.12, 0.11, 0.12, 0.12, 0.10, 0.10, 0.10, 0.10, -0.22, -0.25, -0.22, 0.73, -0.36, -0.36, -0.18, 0.11, 0.11, 0.12, 0.13, 0.10, 0.10, 0.09, 0.09, -0.21, -0.18, -0.25, 0.72, -0.37, -0.35, -0.16, 0.11, 0.10, 0.11, 0.11, 0.11, 0.10, 0.09, 0.09, -0.18, -0.23, -0.21, 0.69, -0.34, -0.34, -0.20, 0.10, 0.11, 0.11, 0.11, 0.09, 0.10, 0.09, 0.09, -0.21, -0.23, -0.22, 0.71, -0.34, -0.35, -0.23, 0.11, 0.12, 0.11, 0.11, 0.09, 0.11, 0.10, 0.11, -0.22, -0.22, -0.22, 0.70, -0.34, -0.35, -0.22, 0.12, 0.12, 0.11, 0.12, 0.10, 0.10, 0.10, 0.10, 0.56, -0.69, -0.64, 0.54, 0.05, 0.06, 0.07, 0.04], "largest_force_ev_per_a": 2.9, "total_charge": 0, "smiles": "O=S1(=O)CCCC1.O=S1(=O)CCCC1.O=S1(=O)CCCC1.O=S1(=O)CCCC1.O=S1(=O)CCCC1.O=S1(=O)CCCC1.O=S1(=O)CCCC1.O=S1(=O)CCCC1.O=S1(=O)CCCC1.O=S1(=O)CCCC1.O=S1(=O)CCCC1.BrCCBr", "gap_ev": 9.99, "energy_ev": -353501.441}